[1]
{
  "formula": "C21H20F3N2O6S2",
  "method": "the ωB97M-V functional and the def2-TZVPD basis",
  "energy_ha": -2469.188335,
  "charge": -1,
  "symbols": ["C", "O", "C", "S", "O", "O", "N", "S", "O", "O", "N", "C", "O", "H", "H", "H", "H", "H", "F", "C", "C", "C", "C", "C", "C", "H", "H", "H", "H", "H", "F", "C", "C", "C", "C", "C", "C", "H", "H", "H", "H", "H", "F", "C", "C", "C", "C", "C", "C", "H", "H", "H", "H", "H"],
  "coordinates": [[1.80174, 2.75684, -2.34109], [1.37023, 3.27619, -1.10089], [0.42536, 2.48579, -0.46073], [1.08757, 1.52713, 0.93601], [1.44261, 0.20884, 0.44521], [-0.01791, 1.41406, 1.86528], [2.23374, 2.33200, 1.69845], [3.56140, 2.67792, 0.89419], [3.85150, 1.84290, -0.23435], [3.71709, 4.09172, 0.70246], [4.74976, 2.28602, 2.07564], [5.83086, 2.82334, 1.88405], [6.84057, 3.35252, 1.73049], [1.01185, 2.84464, -3.08947], [2.68593, 3.30179, -2.64869], [2.09024, 1.70985, -2.25189], [-0.38649, 3.08814, -0.06384], [0.01427, 1.74843, -1.14356], [5.63794, -0.87157, 4.88953], [4.42523, -1.30824, 4.46432], [3.82139, -2.34138, 5.15057], [2.58093, -2.78569, 4.71693], [1.97840, -2.19906, 3.61269], [2.60445, -1.15927, 2.93187], [3.84211, -0.70767, 3.36739], [4.31644, -2.78476, 6.00508], [2.08577, -3.59130, 5.24468], [1.01097, -2.55090, 3.27787], [2.11356, -0.71355, 2.05922], [4.35154, 0.10098, 2.86745], [-2.61924, 2.31447, -1.73431], [-3.16789, 1.29808, -1.03049], [-2.35862, 0.51012, -0.23744], [-2.93784, -0.52670, 0.47439], [-4.30168, -0.76901, 0.37943], [-5.09492, 0.03694, -0.42506], [-4.52792, 1.08415, -1.13601], [-1.29815, 0.69079, -0.17537], [-2.31501, -1.15029, 1.10105], [-4.74549, -1.58766, 0.93096], [-6.15764, -0.15097, -0.50386], [-5.12650, 1.72848, -1.76646], [-0.71579, -1.02967, -2.92812], [-1.87429, -1.61428, -3.27131], [-2.36563, -2.64274, -2.49214], [-3.56698, -3.23584, -2.84694], [-4.25322, -2.80656, -3.97483], [-3.73843, -1.77424, -4.74621], [-2.54248, -1.16647, -4.39357], [-1.81414, -2.96389, -1.61899], [-3.96939, -4.03454, -2.23863], [-5.18935, -3.27414, -4.24978], [-4.27014, -1.43797, -5.62625], [-2.12829, -0.35377, -4.97491]],
  "forces_ev_per_a": [[0.14, -0.39, 0.00], [-0.01, 0.29, 0.07], [0.35, 0.19, -0.20], [-0.89, -1.20, 1.39], [0.66, 0.37, -0.97], [-0.31, 0.72, 0.06], [0.42, -0.01, -1.03], [-0.51, 0.47, 0.04], [0.06, -0.31, -0.07], [0.10, 0.13, 0.13], [0.45, 0.05, -0.09], [-1.35, -0.30, 0.12], [1.09, 0.25, 0.05], [-0.08, 0.10, -0.12], [0.03, 0.24, 0.01], [0.01, -0.12, 0.08], [0.05, 0.17, 0.20], [-0.07, -0.20, -0.04], [-0.01, -0.01, -0.01], [-0.15, -0.04, -0.07], [0.11, -0.08, 0.18], [-0.05, 0.04, -0.10], [-0.02, -0.02, 0.01], [-0.29, -0.14, -0.09], [0.11, 0.04, -0.05], [0.01, 0.03, 0.00], [0.01, -0.01, 0.01], [-0.01, 0.02, -0.01], [0.39, -0.20, 0.47], [0.01, 0.08, -0.03], [0.01, -0.02, -0.01], [-0.08, -0.17, 0.09], [0.11, 0.02, -0.12], [-0.15, -0.08, -0.02], [-0.01, -0.04, 0.03], [0.06, -0.05, 0.02], [-0.10, 0.08, -0.10], [-0.11, -0.08, 0.11], [0.06, 0.05, 0.02], [-0.01, 0.00, 0.01], [-0.02, 0.02, 0.00], [0.03, 0.01, -0.01], [0.02, 0.02, 0.01], [-0.13, -0.02, -0.02], [0.08, -0.07, 0.18], [-0.01, 0.07, -0.11], [-0.06, -0.02, 0.00], [0.01, -0.05, 0.07], [0.02, 0.10, -0.11], [0.02, 0.06, 0.01], [0.01, -0.02, 0.02], [-0.01, 0.00, 0.00], [0.00, 0.02, -0.01], [0.03, 0.00, 0.02]]
}

---

[2]
{
  "formula": "C21H20FN3O4S",
  "method": "the ωB97M-V functional and the def2-TZVPD basis",
  "energy_ha": -1775.538846,
  "smiles": "CCOc1ccc(S(=O)(=O)NCc2cccnc2)cc1NC(=O)c1ccccc1F",
  "de_lowest_kcal_mol": 20.0,
  "charge": 0,
  "symbols": ["C", "C", "H", "H", "O", "C", "C", "C", "C", "C", "C", "N", "C", "O", "C", "C", "C", "C", "C", "C", "H", "H", "H", "H", "F", "H", "H", "S", "O", "O", "N", "H", "C", "C", "C", "N", "C", "C", "C", "H", "H", "H", "H", "H", "H", "H", "H", "H", "H", "H"],
  "coordinates": [[-2.12691, 4.40538, 1.40794], [-2.64751, 3.03359, 1.00971], [-3.46441, 2.72892, 1.67661], [-3.01293, 3.04443, -0.02473], [-1.56669, 2.12213, 1.12229], [-1.74466, 0.83350, 0.73292], [-2.94699, 0.28598, 0.31310], [-2.99295, -1.02909, -0.12634], [-1.84560, -1.78811, -0.11487], [-0.64247, -1.28507, 0.34319], [-0.57723, 0.03351, 0.75878], [0.59286, 0.66216, 1.17950], [1.86853, 0.21235, 1.04468], [2.16978, -0.85863, 0.55718], [2.93327, 1.16092, 1.50703], [2.78716, 2.18249, 2.44080], [3.84533, 2.98735, 2.82173], [5.09278, 2.78331, 2.26002], [5.27304, 1.76981, 1.33233], [4.20761, 0.96951, 0.97113], [4.33141, 0.16328, 0.26390], [6.24545, 1.60110, 0.89650], [5.92043, 3.41082, 2.55233], [3.67670, 3.75939, 3.55597], [1.59081, 2.41924, 3.03032], [0.42396, 1.59276, 1.53819], [0.23487, -1.90779, 0.33883], [-1.85738, -3.41463, -0.83550], [-3.06927, -3.56764, -1.59723], [-1.53589, -4.42349, 0.12822], [-0.53197, -3.31555, -1.86532], [-0.15573, -4.23858, -2.01482], [-0.76426, -2.54700, -3.07736], [-0.50411, -1.09188, -2.79361], [-1.52053, -0.14347, -2.82282], [-1.34298, 1.13245, -2.52814], [-0.12650, 1.53458, -2.20123], [0.96759, 0.68495, -2.15722], [0.77036, -0.65349, -2.44943], [1.58810, -1.35570, -2.39687], [1.94603, 1.05676, -1.89405], [-0.03097, 2.58743, -1.96769], [-2.53046, -0.42551, -3.09171], [-0.08298, -2.89753, -3.85646], [-1.79884, -2.68781, -3.41552], [-3.90624, -1.46422, -0.49755], [-3.84518, 0.88042, 0.29446], [-1.73051, 4.37292, 2.41927], [-1.33323, 4.71421, 0.73314], [-2.93265, 5.13195, 1.36390]],
  "forces_ev_per_a": [[-0.04, -0.44, -0.09], [-0.26, 0.43, 0.00], [0.08, -0.04, -0.11], [0.02, -0.08, 0.11], [0.26, -0.31, -0.01], [0.02, -0.28, -0.05], [0.07, 0.11, 0.16], [-0.09, -0.15, 0.01], [-0.19, -0.44, -0.25], [0.14, 0.12, 0.23], [-0.28, -0.26, -0.12], [-0.23, 0.33, 0.13], [-0.09, 0.17, 0.10], [0.00, -0.12, -0.07], [0.15, 0.13, 0.15], [0.24, -0.02, -0.10], [-0.14, 0.00, 0.03], [-0.11, -0.04, 0.01], [0.05, -0.03, -0.05], [-0.08, 0.04, 0.04], [-0.01, -0.06, -0.03], [0.08, -0.02, -0.05], [0.07, 0.06, 0.04], [-0.04, 0.06, 0.07], [0.04, -0.03, -0.09], [0.29, -0.11, 0.01], [0.12, 0.08, 0.00], [0.20, -0.14, -0.11], [0.03, 0.34, 0.05], [0.27, 0.06, 0.09], [-0.51, -0.19, 0.66], [-0.02, -0.25, 0.11], [-0.24, 0.41, -0.25], [0.16, 0.34, -0.29], [0.18, -0.37, -0.16], [-0.35, 0.42, 0.01], [0.26, 0.09, 0.00], [-0.01, -0.10, -0.08], [-0.21, 0.14, -0.11], [0.12, -0.09, 0.05], [0.09, 0.05, 0.04], [0.12, 0.08, 0.04], [-0.10, -0.16, -0.01], [-0.08, -0.07, 0.12], [0.21, 0.03, -0.17], [-0.15, 0.03, -0.07], [-0.06, 0.09, -0.01], [0.02, 0.04, 0.11], [0.07, 0.07, -0.06], [-0.07, 0.09, 0.00]]
}

---

[3]
{
  "formula": "C21H20FN3O4S",
  "method": "the ωB97M-V functional and the def2-TZVPD basis",
  "energy_ha": -1775.556327,
  "smiles": "CCNC(=S)N(Cc1ccc2c(c1)OCO2)[C@H]1CC(=O)N(c2ccc(F)cc2)C1=O",
  "de_lowest_kcal_mol": 9.0,
  "charge": 0,
  "symbols": ["C", "C", "N", "C", "S", "N", "C", "C", "C", "C", "C", "C", "C", "H", "O", "C", "O", "H", "H", "H", "H", "H", "H", "C", "C", "C", "O", "N", "C", "O", "C", "C", "C", "C", "C", "C", "H", "H", "F", "H", "H", "H", "H", "H", "H", "H", "H", "H", "H", "H"],
  "coordinates": [[2.37921, 2.00605, 2.33674], [1.33481, 2.69470, 1.46350], [1.13529, 1.97903, 0.22422], [0.16596, 1.06708, 0.04469], [-1.11579, 0.91987, 1.10031], [0.22433, 0.25809, -1.04152], [1.31557, 0.32674, -1.99735], [2.66221, 0.06435, -1.35954], [3.75740, 0.85536, -1.67539], [5.00797, 0.64926, -1.09484], [5.11217, -0.37122, -0.18268], [4.01392, -1.17557, 0.13805], [2.78466, -0.98190, -0.43801], [1.94701, -1.60854, -0.18452], [4.38920, -2.10718, 1.06083], [5.75849, -1.87335, 1.31704], [6.19779, -0.78087, 0.53612], [6.34116, -2.77086, 1.05689], [5.90008, -1.64414, 2.38470], [5.85486, 1.26471, -1.34532], [3.64608, 1.65276, -2.39545], [1.13285, -0.43404, -2.76001], [1.31798, 1.30300, -2.49900], [-0.89254, -0.62372, -1.28835], [-0.97649, -1.86527, -0.40303], [-2.45479, -2.01611, -0.09154], [-2.99260, -2.98517, 0.37202], [-3.08504, -0.84408, -0.45347], [-2.24004, 0.08505, -1.05999], [-2.57419, 1.13029, -1.55531], [-4.44252, -0.56742, -0.16290], [-4.95982, -0.90297, 1.08270], [-6.28480, -0.63792, 1.37158], [-7.06944, -0.02768, 0.40978], [-6.56769, 0.32184, -0.83045], [-5.24463, 0.04364, -1.11904], [-4.83207, 0.31276, -2.07741], [-7.20813, 0.79989, -1.55439], [-8.36347, 0.23557, 0.68997], [-6.70874, -0.89172, 2.32994], [-4.32716, -1.37084, 1.81897], [-0.46599, -1.69715, 0.54810], [-0.58197, -2.77150, -0.85992], [-0.87261, -0.90500, -2.34684], [1.94947, 1.92904, -0.37097], [0.37567, 2.73639, 1.98223], [1.65312, 3.71160, 1.21912], [2.04677, 1.00288, 2.59261], [3.33156, 1.93577, 1.81298], [2.52494, 2.56853, 3.25412]],
  "forces_ev_per_a": [[-0.19, 0.09, -0.15], [0.10, 0.17, 0.37], [0.18, -0.13, -0.52], [-0.15, 0.10, 0.24], [0.01, 0.17, 0.97], [0.08, 0.11, -0.19], [0.13, 0.04, -0.11], [0.23, 0.06, -0.17], [-0.33, -0.12, -0.07], [0.29, -0.26, 0.32], [-0.50, -0.14, -0.04], [0.27, 0.38, -0.25], [0.29, -0.11, 0.15], [-0.17, -0.09, 0.09], [-0.45, 0.07, -0.21], [0.75, -0.66, 0.82], [-0.01, 0.36, -0.31], [-0.17, 0.22, -0.02], [-0.09, 0.01, -0.27], [0.13, 0.09, -0.03], [-0.06, 0.11, -0.08], [-0.06, 0.13, 0.04], [0.04, -0.09, -0.01], [-0.14, -0.03, 0.24], [0.02, -0.12, -0.03], [0.48, -0.16, -0.23], [-0.08, -0.15, 0.20], [-0.42, 0.03, -0.19], [0.12, -0.05, -0.72], [0.00, -0.12, -0.04], [-0.30, 0.05, 0.05], [0.09, 0.10, -0.17], [-0.22, 0.11, -0.08], [0.15, -0.03, -0.04], [-0.17, -0.03, 0.18], [0.07, -0.10, 0.11], [0.03, 0.01, -0.05], [-0.08, 0.04, -0.05], [0.08, -0.02, -0.01], [-0.06, -0.02, 0.08], [0.04, -0.06, 0.05], [-0.03, 0.00, -0.07], [-0.09, -0.02, -0.01], [-0.02, 0.07, 0.12], [-0.07, -0.01, 0.03], [0.15, 0.11, -0.13], [-0.08, -0.04, 0.03], [-0.03, -0.11, 0.04], [0.12, -0.02, -0.01], [0.07, 0.05, 0.13]]
}

---

[4]
{
  "formula": "C21H20N2O2",
  "method": "the ωB97M-V functional and the def2-TZVPD basis",
  "energy_ha": -1072.120228,
  "de_lowest_kcal_mol": 83.4,
  "charge": 0,
  "symbols": ["C", "C", "O", "C", "C", "C", "N", "O", "H", "H", "H", "H", "H", "H", "C", "N", "C", "C", "C", "C", "C", "C", "C", "C", "C", "C", "C", "C", "C", "C", "C", "H", "H", "H", "H", "H", "H", "H", "H", "H", "H", "H", "H", "H", "H"],
  "coordinates": [[-5.30447, -0.94219, -3.53041], [-3.82644, -0.75895, -3.80191], [-3.10057, -0.72620, -2.54916], [-1.76486, -0.31298, -2.64754], [-0.86407, -1.21024, -3.27310], [0.43055, -0.79088, -3.44636], [1.56453, -0.56354, -3.66621], [-1.41471, 0.77278, -2.19310], [-5.81839, -0.98306, -4.49106], [-5.51534, -1.87319, -2.99869], [-5.71876, -0.09912, -2.97174], [-3.44660, -1.58643, -4.41379], [-3.66795, 0.19139, -4.32995], [-1.18392, -2.18171, -3.63168], [-2.75112, 1.65675, 2.63045], [-1.43140, 1.22515, 2.20776], [-1.20920, 0.34940, 1.19149], [0.18475, 0.09340, 1.07593], [0.76494, -0.82573, 0.20772], [2.18023, -1.02989, 0.00004], [3.06402, 0.03001, -0.33586], [4.42182, -0.21151, -0.54194], [4.93962, -1.50653, -0.39056], [4.07995, -2.56847, -0.06815], [2.71835, -2.34024, 0.09763], [0.82505, 0.90812, 2.12153], [2.12859, 1.02683, 2.57533], [2.39873, 1.88948, 3.65363], [1.36640, 2.60606, 4.28197], [0.02893, 2.45735, 3.86544], [-0.21189, 1.60437, 2.79439], [-2.64572, 2.40057, 3.42206], [-3.30249, 2.08928, 1.78511], [-3.34477, 0.81169, 3.00748], [-2.01103, -0.05108, 0.57541], [0.06538, -1.48723, -0.31308], [2.64487, 1.03378, -0.45681], [5.07789, 0.61680, -0.81937], [6.00583, -1.69031, -0.52907], [4.47126, -3.58131, 0.04909], [2.02737, -3.15601, 0.32896], [2.90811, 0.44917, 2.08245], [3.42754, 2.00067, 4.00098], [1.60807, 3.28045, 5.10540], [-0.79907, 2.98334, 4.33925]],
  "forces_ev_per_a": [[0.02, 0.03, -0.02], [0.40, 0.02, 0.51], [-0.43, 0.24, -0.22], [1.05, -0.55, -0.77], [-2.01, -0.14, 0.71], [3.17, 0.06, -0.89], [-1.63, -0.10, 0.59], [-0.77, 0.32, 0.77], [-0.09, -0.03, -0.04], [0.09, 0.10, 0.03], [0.11, -0.11, 0.04], [-0.01, 0.18, -0.01], [0.10, -0.21, 0.03], [0.10, 0.14, -0.02], [-0.59, 0.12, -0.03], [0.06, -1.36, -1.73], [-0.05, 0.86, 1.12], [0.88, -0.29, -0.39], [-1.19, 0.59, 0.63], [1.45, -0.27, -0.28], [-0.50, -0.26, 0.16], [-0.15, -0.24, 0.10], [-0.50, 0.08, 0.08], [0.07, 0.22, 0.02], [-0.49, 0.49, -0.15], [-0.57, 0.36, 0.26], [0.25, 0.32, 0.38], [-0.34, -0.23, -0.30], [-0.31, -0.20, -0.32], [0.32, -0.07, -0.08], [0.89, -0.32, -0.07], [-0.08, -0.13, -0.20], [0.29, -0.01, 0.22], [0.35, 0.20, -0.02], [0.11, 0.18, 0.11], [0.24, 0.12, -0.11], [0.23, -0.36, -0.02], [-0.23, -0.31, 0.07], [-0.32, 0.05, 0.01], [-0.11, 0.35, -0.07], [0.36, 0.16, -0.11], [-0.04, 0.31, 0.30], [-0.35, -0.02, -0.08], [-0.14, -0.22, -0.26], [0.38, -0.05, 0.04]]
}